[1]
Below is a structure of composition C2H7OSi, with properties calculated with ωB97M-V/def2-TZVPD.

Output
2S+1 = 3
HOMO-LUMO gap (spin up / spin down) = 0.3080 / 0.2268 Ha
Expectation value of S² = 2.0063
Charge = +1
Highest occupied orbital energy (spin up / spin down) = -12.852 / -15.945 eV
LUMO (spin up / spin down) = -4.47 / -9.77 eV

Structure (XYZ):
```
11
Properties=species:S:1:pos:R:3:forces:R:3
C -1.631 -1.430 -0.688 -3.937 -2.749 -0.013
C 0.668 1.507 0.767 2.460 -0.333 2.609
O -1.068 -0.510 -0.114 2.827 3.119 1.179
Si 0.826 0.116 -0.429 0.780 -1.591 2.253
H -2.680 -1.797 -0.494 0.610 0.451 -0.083
H -1.150 -1.881 -1.495 0.979 -1.252 -1.924
H 1.745 1.633 1.197 -1.043 0.164 -1.384
H 0.243 2.505 0.764 -0.186 -0.117 -0.807
H 0.396 1.043 1.765 -0.670 -0.024 -1.260
H 1.140 0.032 -1.994 -0.676 0.193 1.882
H 1.512 -1.218 0.720 -1.144 2.141 -2.452
```
Forces are in eV/Å.

natural (NBO) atomic charge list, values in e, 6 entries: -0.15 -1.23 -0.33 1.27 0.33 0.29



[2]
Below is the molecule C2H7P, with properties calculated with ωB97M-V/def2-TZVPD.

Output
HOMO-LUMO gap = 0.3907 Ha
SMILES = CCP
Highest occupied orbital energy = -9.561 eV
LUMO = 1.07 eV

Structure (XYZ):
```
10
Properties=species:S:1:pos:R:3:forces:R:3
C 1.042 0.156 0.034 -1.852 1.889 -3.538
C -0.130 -0.824 0.015 -0.612 1.147 2.873
P -1.763 0.067 0.001 0.521 0.261 1.540
H 0.949 0.737 -1.029 0.627 -1.616 1.906
H 0.843 1.069 0.605 0.695 -0.710 0.986
H 1.967 -0.376 0.051 0.874 0.282 0.498
H -0.206 -1.434 1.003 0.402 0.389 -2.104
H -0.115 -1.296 -0.911 0.256 -1.969 -1.134
H -1.360 1.057 -0.884 0.077 0.466 -0.589
H -1.227 0.845 1.115 -0.987 -0.140 -0.439
```
Forces are in eV/Å.

natural (NBO) atomic charge list, values in e, 6 entries: -0.62 -0.67 0.30 0.19 0.22 0.22



What did we get for E_tot? Answer: -444.60360 -421.69285 hartree, in the order shown.
What did we get for energy relative to the best compared isomer or geometry (same formula, charge and spin)? Answer: 134.9 107.6 kJ/mol, in the order shown.